1:
{"formula": "C2H9NO", "method": "ωB97M-V with the def2-TZVPD basis set", "homo_lumo_gap_ev": 9.670, "total_charge": 0, "smiles": "CNC.O", "species": ["N", "C", "C", "H", "H", "H", "H", "H", "H", "H", "O", "H", "H"], "positions_angstrom": [[0.7883, 0.5191, 0.0354], [0.9093, -0.0677, 1.3061], [0.9232, -0.3217, -1.1419], [1.4291, 1.3217, 0.0797], [1.9783, -0.1523, 1.5643], [0.4610, -1.0753, 1.3287], [0.4117, 0.5560, 2.0677], [1.6709, -1.1296, -1.0725], [1.2712, 0.4171, -1.8833], [-0.0288, -0.7527, -1.4947], [-3.3889, -0.0906, -0.0502], [-3.9472, 0.5050, -0.5995], [-2.4781, 0.2710, -0.1397]], "nbo_charge": [-0.64, -0.41, -0.41, 0.35, 0.16, 0.19, 0.19, 0.17, 0.20, 0.19, -0.95, 0.47, 0.48]}

2:
{"formula": "C2H9NO", "method": "ωB97M-V with the def2-TZVPD basis set", "homo_lumo_gap_ev": 10.496, "total_charge": 0, "smiles": "COC.N", "species": ["C", "N", "H", "H", "H", "H", "H", "H", "C", "O", "H", "H", "H"], "positions_angstrom": [[0.9784, -0.2707, 1.6378], [0.4482, 0.6768, -2.3066], [1.8790, 0.0739, 1.0483], [0.6973, 0.2562, 2.5741], [1.2273, -1.2878, 1.9676], [1.2332, 0.4742, -1.5465], [0.8792, 0.3257, -3.1272], [-0.2796, 0.0197, -2.0292], [-1.4444, -0.0592, 0.3369], [-0.0394, -0.3084, 0.6446], [-2.1722, -0.0860, 1.2067], [-1.4808, 0.9676, -0.0805], [-1.9262, -0.7821, -0.3260]], "nbo_charge": [-0.22, -1.06, 0.19, 0.18, 0.17, 0.36, 0.35, 0.36, -0.24, -0.63, 0.17, 0.19, 0.19]}

3:
{"formula": "C2H9NO", "method": "ωB97M-V with the def2-TZVPD basis set", "homo_lumo_gap_ev": 10.345, "total_charge": 0, "smiles": "COC.N", "species": ["C", "N", "H", "H", "H", "H", "H", "H", "C", "O", "H", "H", "H"], "positions_angstrom": [[-0.7041, 0.4025, -1.1048], [0.2213, -2.3287, 0.7369], [-1.4866, -0.3098, -1.3332], [0.2529, 0.0795, -1.5274], [-0.9930, 1.3551, -1.5532], [-0.3643, -1.4975, 0.7219], [1.1808, -2.1282, 0.9746], [0.1748, -2.7666, -0.1723], [0.3534, 1.4908, 0.6857], [-0.5765, 0.4925, 0.3021], [1.2947, 1.0058, 0.9512], [-0.0233, 2.1147, 1.4871], [0.6699, 2.0897, -0.1685]], "nbo_charge": [-0.25, -1.10, 0.19, 0.17, 0.17, 0.38, 0.36, 0.35, -0.25, -0.56, 0.17, 0.19, 0.17]}

4:
{"formula": "C2H9NO", "method": "ωB97M-V with the def2-TZVPD basis set", "homo_lumo_gap_ev": 9.755, "total_charge": 0, "smiles": "CCN.O", "species": ["N", "C", "C", "H", "H", "H", "H", "H", "H", "H", "O", "H", "H"], "positions_angstrom": [[2.0646, 0.6120, 1.0268], [-0.1137, -0.1792, 0.0495], [0.7729, 0.0197, 1.3163], [2.7994, 0.1579, 1.5804], [2.1063, 1.6096, 1.2625], [0.1270, -1.1374, -0.4409], [0.1174, 0.6418, -0.6499], [-1.1941, -0.1590, 0.2710], [0.3990, 0.8023, 2.0042], [0.8205, -0.9307, 1.8819], [-2.3364, -0.3071, -2.5589], [-2.4628, -0.3107, -3.5348], [-3.0999, -0.8192, -2.2080]], "nbo_charge": [-0.85, -0.62, -0.22, 0.36, 0.36, 0.21, 0.22, 0.20, 0.17, 0.18, -0.94, 0.47, 0.47]}

In hartree, relative to the most stable structure: 1 0.0081; 2 0.0563; 3 0.0118; 4 0.0000.

1:
{"formula": "C3H3P3", "method": "ωB97M-V with the def2-TZVPD basis set", "homo_lumo_gap_ev": 7.762, "total_charge": 0, "smiles": "[H]/P=C1/PC1=C=P", "species": ["C", "C", "C", "P", "P", "P", "H", "H", "H"], "positions_angstrom": [[1.2885, 0.1904, -0.3375], [0.0675, 0.5122, -0.1793], [-1.3887, 0.1123, -0.2942], [2.9011, -0.2033, -0.5440], [-1.0510, 1.8077, 0.4062], [-2.4635, -1.1564, -0.4597], [3.0389, -0.7327, 0.8709], [-0.7295, 1.5158, 1.7137], [-1.6635, -2.0459, -1.1761]], "nbo_charge": [-0.26, -0.42, -0.67, 0.34, 0.58, 0.53, -0.01, -0.03, -0.05]}

2:
{"formula": "C3H3P3", "method": "ωB97M-V with the def2-TZVPD basis set", "homo_lumo_gap_ev": [5.577, 6.418], "total_charge": 0, "species": ["C", "C", "C", "P", "P", "P", "H", "H", "H"], "positions_angstrom": [[-0.9662, -0.7611, 0.2875], [-0.8044, 0.7184, 0.2835], [0.2671, -0.1621, 0.4022], [-1.5272, -2.2828, -0.1699], [-1.5186, 2.1995, -0.0303], [2.7987, -0.2187, 0.1384], [-0.3517, -2.8869, 0.0867], [-0.4178, 3.0540, 0.0975], [2.5202, 0.3398, -1.0958]], "nbo_charge": [-0.45, -0.46, 0.01, 0.38, 0.34, 0.39, -0.06, -0.05, -0.08]}

In hartree, relative to the most stable structure: 1 0.0000; 2 0.1146.

1:
{"formula": "C5H6", "method": "ωB97M-V with the def2-TZVPD basis set", "homo_lumo_gap_ev": 10.374, "total_charge": 0, "species": ["C", "C", "C", "C", "C", "H", "H", "H", "H", "H", "H"], "positions_angstrom": [[0.9941, 0.5634, -0.3131], [0.5297, -0.4925, 0.7269], [-0.4714, 0.4729, -0.7302], [-0.5898, -0.9160, -0.2189], [-0.8841, 0.1333, 0.7269], [1.2054, 1.4450, 0.1757], [1.6550, 0.3571, -1.0687], [1.0745, -1.2150, 1.3340], [-0.9870, 0.7999, -1.5531], [-1.0276, -1.7828, -0.5880], [-1.4988, 0.6348, 1.5084]], "nbo_charge": [-0.36, -0.22, -0.21, -0.23, -0.26, 0.18, 0.18, 0.23, 0.21, 0.23, 0.25]}

2:
{"formula": "C5H6", "method": "ωB97M-V with the def2-TZVPD basis set", "homo_lumo_gap_ev": 9.862, "total_charge": 0, "smiles": "C=C1C=CC1", "species": ["C", "C", "C", "C", "C", "H", "H", "H", "H", "H", "H"], "positions_angstrom": [[0.1510, 0.6262, -1.6934], [0.7236, -0.3714, 0.7552], [-1.3482, 0.0260, 0.4181], [-0.6027, -0.4118, 1.4675], [-0.1315, 0.1746, -0.4479], [1.1584, 0.7106, -2.0240], [-0.5783, 0.9925, -2.4347], [1.5321, 0.2810, 0.9732], [1.2021, -1.4458, 0.6805], [-2.4833, 0.1264, 0.0765], [-0.9983, -0.9777, 2.2228]], "nbo_charge": [-0.42, -0.45, -0.22, -0.16, 0.00, 0.20, 0.20, 0.22, 0.21, 0.22, 0.20]}

In hartree, relative to the most stable structure: 1 0.0486; 2 0.0000.

1:
{"formula": "C5H6", "method": "ωB97M-V with the def2-TZVPD basis set", "homo_lumo_gap_ev": 8.219, "total_charge": 0, "species": ["C", "C", "C", "C", "C", "H", "H", "H", "H", "H", "H"], "positions_angstrom": [[0.8294, 1.4181, -0.2491], [0.0183, -1.4287, 0.6879], [-0.2579, 0.7686, -0.6366], [-0.8406, -0.4335, -0.0671], [-0.7741, -0.4668, 1.3630], [1.2954, 2.1824, -0.8984], [1.5006, 1.1812, 0.6020], [-0.4225, -2.3886, 0.5354], [1.2111, -1.4601, 0.7383], [-0.9158, 1.2464, -1.4224], [-1.6439, -0.6189, -0.6531]], "nbo_charge": [-0.40, -0.60, -0.15, -0.47, 0.21, 0.21, 0.20, 0.28, 0.26, 0.21, 0.26]}

2:
{"formula": "C5H6", "method": "ωB97M-V with the def2-TZVPD basis set", "homo_lumo_gap_ev": 10.686, "total_charge": 0, "smiles": "C#CCC=C", "species": ["C", "C", "C", "C", "C", "H", "H", "H", "H", "H", "H"], "positions_angstrom": [[-1.7779, -1.0518, 0.1014], [-0.8759, 0.0240, 0.0064], [0.4959, -0.0671, 0.6685], [1.5667, 0.6504, -0.1624], [2.1403, 1.2557, -1.0094], [-2.7746, -0.8805, -0.3074], [-1.4838, -2.0262, 0.5582], [-1.0479, 0.9682, -0.5852], [0.7504, -1.2034, 0.6347], [0.3712, 0.2935, 1.7573], [2.6355, 2.0372, -1.6622]], "nbo_charge": [-0.42, -0.16, -0.52, -0.01, -0.26, 0.21, 0.20, 0.22, 0.24, 0.25, 0.25]}

3:
{"formula": "C5H6", "method": "ωB97M-V with the def2-TZVPD basis set", "homo_lumo_gap_ev": 9.928, "total_charge": 0, "smiles": "C=C=CC=C", "species": ["C", "C", "C", "C", "C", "H", "H", "H", "H", "H", "H"], "positions_angstrom": [[-0.7253, -0.3926, -0.6884], [0.6583, -0.6180, -1.1024], [-0.9365, -0.0053, 0.5478], [-1.2479, 0.4359, 1.6905], [1.6600, 0.1768, -0.6965], [-1.6561, -0.6118, -1.3016], [0.8984, -1.5824, -1.6654], [-1.6888, -0.0576, 2.5674], [-1.0044, 1.5198, 1.7456], [1.4401, 1.0635, -0.1081], [2.6021, 0.0717, -0.9890]], "nbo_charge": [-0.35, -0.19, 0.13, -0.51, -0.37, 0.24, 0.21, 0.24, 0.23, 0.19, 0.19]}

In hartree, relative to the most stable structure: 1 0.1099; 2 0.0130; 3 0.0000.

1:
{"formula": "C5H7NS2", "method": "ωB97M-V with the def2-TZVPD basis set", "homo_lumo_gap_ev": 8.739, "total_charge": 0, "species": ["C", "C", "C", "C", "C", "H", "H", "H", "H", "H", "H", "H", "N", "S", "S"], "positions_angstrom": [[-1.4815, 0.4814, -0.0808], [-0.4164, 1.0783, 0.8588], [0.6238, -0.2119, 1.2415], [0.5482, -0.7025, -1.0155], [-0.3885, 0.5083, -1.2240], [-0.8056, 1.5571, 1.8070], [1.2149, -0.1078, 2.1622], [-0.0089, -1.0242, 1.4307], [2.1223, -1.1949, 0.0662], [-0.0237, -1.7408, -0.9372], [1.1308, -1.0161, -1.8753], [-1.1108, 0.4532, -2.0981], [1.5800, -0.2038, -0.0357], [-2.9724, 0.0025, 0.0170], [-0.0122, 2.1213, -0.3167]], "nbo_charge": [-0.10, -0.53, -0.23, -0.28, -0.41, 0.24, 0.21, 0.19, 0.36, 0.20, 0.21, 0.25, -0.57, 0.09, 0.40]}

2:
{"formula": "C5H7NS2", "method": "ωB97M-V with the def2-TZVPD basis set", "homo_lumo_gap_ev": 8.395, "total_charge": 0, "smiles": "C=NS[C@@H]1CCC1=S", "species": ["C", "C", "C", "C", "C", "H", "H", "H", "H", "H", "H", "H", "N", "S", "S"], "positions_angstrom": [[-1.6759, 1.6038, 1.9810], [0.6055, -0.9196, 0.1952], [1.9514, -0.2135, 0.4539], [2.0294, 0.1267, -1.0552], [0.5824, -0.2796, -1.1810], [-1.6686, 2.6978, 2.0225], [-2.5226, 1.1169, 2.4825], [0.7325, -2.0148, 0.1106], [1.8260, 0.6772, 1.0513], [2.7594, -0.8246, 0.8549], [2.2543, 1.1246, -1.3505], [2.6690, -0.5561, -1.6132], [-0.7489, 1.0173, 1.3542], [-0.7801, -0.6923, 1.3080], [-0.5802, -0.0108, -2.2705]], "nbo_charge": [-0.07, -0.47, -0.40, -0.49, -0.04, 0.18, 0.15, 0.26, 0.23, 0.21, 0.24, 0.23, -0.56, 0.43, 0.08]}

In hartree, relative to the most stable structure: 1 0.0818; 2 0.0000.

1:
{"formula": "C5H7NS2", "method": "ωB97M-V with the def2-TZVPD basis set", "homo_lumo_gap_ev": 8.755, "total_charge": 0, "smiles": "C=C(C#N)SCSC", "species": ["C", "C", "C", "C", "C", "H", "H", "H", "H", "H", "H", "H", "N", "S", "S"], "positions_angstrom": [[1.9918, 1.1202, -0.5777], [0.9241, -1.3670, -0.0183], [-1.6068, -0.1178, 0.0813], [-2.4874, -0.6661, 0.9366], [-1.4512, 1.3109, -0.1017], [1.0016, 1.4189, -0.9149], [2.4446, 2.0385, -0.0953], [2.6056, 0.7627, -1.4180], [1.4343, -1.9810, -0.7174], [0.7953, -2.1229, 0.7658], [-3.1194, -0.0058, 1.4634], [-2.5124, -1.7174, 1.0295], [-1.3089, 2.4613, -0.1816], [1.9107, -0.0589, 0.7206], [-0.6220, -1.0756, -0.9723]], "nbo_charge": [-0.78, -0.69, -0.33, -0.25, 0.25, 0.24, 0.24, 0.22, 0.22, 0.24, 0.21, 0.22, -0.30, 0.25, 0.26]}

2:
{"formula": "C5H7NS2", "method": "ωB97M-V with the def2-TZVPD basis set", "homo_lumo_gap_ev": 8.277, "total_charge": 0, "species": ["C", "C", "C", "C", "C", "N", "S", "S", "H", "H", "H", "H", "H", "H", "H"], "positions_angstrom": [[0.0110, 1.2172, -0.3929], [0.6689, 1.0728, 0.9268], [-2.2772, -0.6968, 0.1068], [0.6472, 0.2797, -1.3517], [1.4245, -0.0295, 1.0893], [-1.4279, -1.6972, 0.3959], [-1.9838, 0.7922, -0.3603], [1.6129, -0.9470, -0.4477], [0.0487, 2.2570, -0.7237], [0.3934, 1.8575, 1.7345], [-0.0779, -0.1771, -1.9070], [1.2236, 0.7103, -2.0584], [2.0663, -0.4628, 1.8657], [-1.8570, -2.4734, 0.9344], [-0.4726, -1.7028, 0.1884]], "nbo_charge": [-0.37, -0.24, -0.19, -0.54, -0.34, -0.78, 0.33, 0.20, 0.23, 0.24, 0.23, 0.22, 0.24, 0.40, 0.37]}

In hartree, relative to the most stable structure: 1 0.0000; 2 0.0495.

1:
{"formula": "C3H8N", "method": "ωB97M-V with the def2-TZVPD basis set", "homo_lumo_gap_ev": 12.312, "total_charge": 1, "species": ["C", "C", "C", "N", "H", "H", "H", "H", "H", "H", "H", "H"], "positions_angstrom": [[0.0917, 1.5293, 0.6275], [1.2219, -0.2248, -0.5410], [-1.3716, -0.8873, 0.1141], [0.1163, 0.4123, 0.0595], [-0.8112, 1.7705, 1.1445], [0.8984, 2.1447, 0.7639], [0.8376, -1.0221, -1.1595], [2.0176, -0.5750, 0.2917], [1.6479, 0.4858, -1.1365], [-1.1900, -1.3525, 0.9822], [-1.2390, -1.2445, -0.8846], [-2.1763, -0.2633, 0.2840]], "nbo_charge": [0.08, -0.45, -0.18, -0.25, 0.21, 0.22, 0.23, 0.26, 0.23, 0.21, 0.23, 0.21]}

2:
{"formula": "C3H8N", "method": "ωB97M-V with the def2-TZVPD basis set", "homo_lumo_gap_ev": 12.654, "total_charge": 1, "species": ["C", "C", "C", "N", "H", "H", "H", "H", "H", "H", "H", "H"], "positions_angstrom": [[-1.2237, 0.3556, -0.5967], [-0.0611, 0.4304, 0.3704], [1.7654, 0.0599, -0.1243], [-0.9568, -0.6673, 0.4193], [-2.0374, 1.0006, -0.4304], [-1.0499, 0.1948, -1.5928], [-0.2067, 1.0539, 1.2453], [2.3233, -0.1151, 0.8503], [2.2762, 0.8797, -0.6261], [1.6425, -0.8323, -0.8094], [-1.5560, -0.6132, 1.2128], [-0.9157, -1.7470, 0.0815]], "nbo_charge": [-0.23, -0.04, -0.54, -0.54, 0.24, 0.25, 0.24, 0.24, 0.24, 0.22, 0.44, 0.48]}

In hartree, relative to the most stable structure: 1 0.0019; 2 0.0000.

1:
{"formula": "C4H8N2S", "method": "ωB97M-V with the def2-TZVPD basis set", "homo_lumo_gap_ev": 8.150, "total_charge": 0, "smiles": "C/C=C\\N=C/NS", "species": ["C", "C", "C", "C", "H", "H", "H", "H", "H", "H", "H", "H", "N", "N", "S"], "positions_angstrom": [[2.5698, -0.3299, 0.4904], [1.4625, -0.7769, -0.4661], [0.2068, -0.2386, -0.8041], [-1.3940, 1.4464, -0.1824], [3.6305, -0.0154, 0.0020], [2.2922, 0.6735, 1.0618], [2.6822, -1.2498, 1.1419], [1.7665, -1.7884, -0.9353], [-0.5095, -0.8745, -1.3490], [-1.4429, 2.5251, -0.1655], [-3.1628, 1.2691, 0.4695], [-2.3754, -1.4961, 0.9860], [-0.1380, 1.1274, -0.3387], [-2.4857, 0.7165, 0.1358], [-3.1022, -0.9884, -0.0463]], "nbo_charge": [-0.67, -0.21, -0.09, 0.26, 0.22, 0.23, 0.22, 0.19, 0.20, 0.20, 0.38, 0.13, -0.51, -0.73, 0.17]}

2:
{"formula": "C4H8N2S", "method": "ωB97M-V with the def2-TZVPD basis set", "homo_lumo_gap_ev": 8.512, "total_charge": 0, "smiles": "CS/C=C/C=N/N", "species": ["C", "C", "C", "C", "H", "H", "H", "H", "H", "H", "H", "H", "N", "N", "S"], "positions_angstrom": [[3.2206, 0.9200, 0.1670], [0.7390, -0.1992, -0.2404], [-0.1477, -1.1459, 0.0074], [-1.5671, -0.8459, 0.1130], [3.2669, 1.6695, -0.6210], [4.2448, 0.6459, 0.4743], [2.6674, 1.3605, 0.9989], [0.4223, 0.8343, -0.4933], [0.1603, -2.1642, 0.2172], [-2.1950, -1.6655, 0.4655], [-3.8960, 0.7640, -0.9299], [-3.8824, -0.2464, 0.4283], [-2.0762, 0.2586, -0.2522], [-3.4055, 0.4955, -0.0562], [2.4486, -0.6812, -0.2787]], "nbo_charge": [-0.73, -0.30, -0.29, 0.01, 0.22, 0.23, 0.22, 0.24, 0.21, 0.15, 0.37, 0.33, -0.23, -0.64, 0.23]}

In hartree, relative to the most stable structure: 1 0.0431; 2 0.0000.